The following is a DFT calculation (ωB97M-V with the def2-TZVPD basis set) of C14H25N5O2SSe2Zr as an isolated structure.

Properties
**HOMO**: -14.3 eV
**Relative energy (zero: lowest compared OMol25 entry of this formula, charge and spin)**: 17.0 kJ/mol
**Largest force on an atom**: 0.0041 hartree/bohr

The geometry in ORCA input format:
```
! RIJCOSX wB97M-V def2-TZVPD def2/J DEFGRID3
* xyz 2 1
H -2.317 -0.039 -2.281
H -0.084 1.640 2.381
Zr -0.145 0.323 -0.120
C -3.229 -1.384 0.544
H -0.832 -3.054 -4.367
C -0.423 -2.679 -3.445
N -2.134 -0.668 0.404
C 1.224 3.241 -1.112
H 3.800 2.116 -0.305
C 2.818 4.318 0.444
H -1.220 -2.083 5.780
C -0.837 -1.553 -2.739
C -1.592 -0.864 4.046
C 1.950 3.059 0.235
H 3.220 1.657 1.300
N -1.496 -0.437 1.608
H 3.445 4.179 1.333
H -0.575 -0.467 4.015
C 1.000 3.027 1.420
H 1.021 4.298 -1.273
C 2.915 1.862 0.274
H 1.541 -2.481 -0.974
Se -0.580 2.428 -1.374
H 1.150 -4.926 -3.873
H 0.163 3.713 1.283
H -3.817 -1.474 -1.397
H 1.588 -5.039 -2.166
O 3.593 4.476 -0.721
C 0.650 -3.203 -2.744
H 1.526 3.251 2.348
C 1.533 -4.368 -3.023
H 2.544 -4.036 -3.262
C -1.895 -0.578 -3.133
H 1.831 2.878 -1.936
C -1.623 -2.207 4.778
H -4.864 -2.286 -0.289
N 0.814 -2.418 -1.671
H -1.027 -2.957 4.260
Se 2.350 0.152 -0.525
H -2.699 -1.082 -3.670
H 2.168 5.184 0.617
N -4.025 -1.754 -0.452
H -1.484 0.177 -3.804
H -2.642 -2.583 4.881
H 4.152 5.256 -0.645
C -2.077 -0.956 2.637
H -2.212 -0.135 4.573
O 0.444 1.677 1.576
N -0.083 -1.399 -1.635
S -3.526 -1.805 2.199
*
```

Here are the Löwdin charges for atoms 1 to 5, given in e: atom 1 (H): 0.031, atom 2 (H): 0.109, atom 3 (Zr): 1.155, atom 4 (C): -0.629, atom 5 (H): 0.133

---

The following is a DFT calculation (ωB97M-V with the def2-TZVPD basis set) of C14H26BF4O3P3PdSbSe4Te as an isolated structure.

Properties
**HOMO**: -5.4 eV
**Relative energy (zero: lowest compared OMol25 entry of this formula, charge and spin)**: 0.0 kJ/mol
**Largest force on an atom**: 0.0146 hartree/bohr

The geometry in ORCA input format:
```
! RIJCOSX wB97M-V def2-TZVPD def2/J DEFGRID3
* xyz -1 1
H -6.132 1.465 -2.682
C 0.473 0.210 4.068
C 1.826 -2.303 4.018
C 3.916 0.190 3.445
B 3.637 -3.256 0.949
F 2.396 -3.813 1.338
H -4.614 4.006 -1.884
C 2.886 -0.014 2.534
C -3.389 -0.404 -4.517
H 0.338 2.083 1.000
H 2.332 -1.945 4.917
H -2.741 0.155 -5.197
Pd 0.299 -1.402 1.034
Sb -2.850 -0.849 0.081
H 2.472 -2.975 3.458
Se -4.912 -1.752 -0.598
H 3.854 -0.225 4.443
H 1.471 2.589 -0.295
H -4.314 -0.662 -5.032
Se -1.369 -3.209 1.441
H 0.219 1.124 3.533
C -2.706 -1.650 -3.994
C 0.761 1.826 0.031
O -3.796 0.458 -3.448
F 3.386 -2.172 0.059
O -3.743 2.176 -1.706
Se -2.431 0.730 1.810
Te -1.169 2.439 -3.833
H -0.455 -0.261 4.392
F 4.275 -2.741 2.105
H 0.912 -2.827 4.299
H -4.429 3.147 -3.413
H 1.352 -0.003 -2.230
P -2.750 1.276 -2.552
P 1.360 -0.919 2.955
H -6.824 3.102 -2.649
H 2.861 0.822 -1.830
H -6.313 2.310 -1.143
C 5.047 0.893 3.065
Se -1.018 -2.457 -0.757
H -0.056 1.769 -0.692
H -2.528 -2.339 -4.823
C -6.080 2.440 -2.200
H -3.338 -2.152 -3.260
H 2.751 -0.953 -1.624
C 2.212 -0.012 -1.558
C 5.148 1.406 1.778
C 4.120 1.214 0.870
C -4.697 3.029 -2.361
H 5.860 1.027 3.767
H -1.743 -1.413 -3.538
C 2.988 0.496 1.241
P 1.580 0.210 0.120
O -2.122 0.317 -1.533
H 4.211 1.609 -0.134
F 4.439 -4.201 0.325
H 6.037 1.946 1.478
H 1.100 0.446 4.930
*
```

Here are the Löwdin charges for atoms 1 to 5, given in e: atom 1 (H): 0.070, atom 2 (C): -0.259, atom 3 (C): -0.222, atom 4 (C): -0.076, atom 5 (B): -1.252

---

The following is a DFT calculation (ωB97M-V with the def2-TZVPD basis set) of C14H26Br12O8S2 as an isolated structure.

Properties
**HOMO**: -10.3 eV
**Relative energy (zero: lowest compared OMol25 entry of this formula, charge and spin)**: 0.0 kJ/mol
**Largest force on an atom**: 0.0822 hartree/bohr

The geometry in ORCA input format:
```
! RIJCOSX wB97M-V def2-TZVPD def2/J DEFGRID3
* xyz 0 1
S -0.843 -1.431 -12.213
H -1.634 0.435 -13.517
H 8.106 1.984 3.377
O -1.235 -0.536 -10.863
H -1.501 -1.042 -14.487
H -6.387 4.768 7.851
O -2.573 -2.188 4.813
H 0.905 -1.612 4.861
H 0.948 -1.646 1.820
H -2.824 -0.769 -13.144
H 10.425 0.207 3.036
O -1.454 -0.005 5.569
H 8.580 1.122 1.922
C 0.583 -0.655 1.551
H -0.672 0.867 2.387
Br -6.933 -7.454 0.954
C -7.226 4.848 8.542
Br -5.201 -1.608 -2.301
H 10.067 1.325 4.386
Br 0.966 6.590 7.360
H -3.298 -1.292 -4.033
C 7.833 -1.078 3.874
Br -5.195 -2.280 -5.497
C -1.810 -0.641 -13.522
C -1.052 1.392 -9.404
O 7.168 -2.086 4.115
Br -8.822 5.978 7.930
H 0.457 0.243 3.574
Br -6.742 -9.986 3.074
Br -7.945 2.999 8.822
C 8.407 1.009 2.993
O -1.388 -2.816 -12.056
H 9.828 -1.512 4.636
C 9.666 0.540 3.744
H 0.080 -0.756 0.590
H -0.016 -2.664 6.074
S -1.476 -1.233 4.763
Br -1.281 8.874 6.599
H 1.337 9.051 6.972
C -0.751 0.808 -10.831
H 8.920 -0.304 5.568
H -2.128 1.423 -9.233
O -1.263 -0.957 3.164
H -0.099 -3.017 4.316
Br -4.056 -8.191 2.278
H -0.863 2.465 -9.449
C -3.993 -2.122 -3.908
H -0.524 0.917 -8.578
H 0.328 0.810 -10.984
Br -6.368 5.684 10.134
Br 0.677 9.132 9.391
H 1.384 0.062 1.369
Br -3.048 -3.825 -3.434
C 0.042 -2.243 5.070
C -0.231 -0.048 2.781
C -6.029 -8.166 2.584
O 7.412 0.003 3.141
O 0.555 -1.172 -12.469
C 0.553 8.537 7.526
C 9.102 -0.702 4.570
H -1.339 1.392 -11.539
H -6.128 -7.429 3.381
*
```

Here are the Löwdin charges for atoms 1 to 5, given in e: atom 1 (S): 0.682, atom 2 (H): 0.054, atom 3 (H): 0.120, atom 4 (O): -0.274, atom 5 (H): 0.079

---

Number 1: electronic energy -6220.417991 Eh. Number 2: electronic energy -12465.626437 Eh. Number 3: electronic energy -32835.327384 Eh.